(1)
# C32H36Cl8F4O3

9 unconnected molecules or ions with the total composition C32H36Cl8F4O3 in a non-equilibrium geometry (ωB97M-V/def2-TZVPD, the Open Molecules 2025 dataset).

XYZ file:
```
83
Properties=species:S:1:pos:R:3:lowdin_charge:R:1
C -5.12 5.93 -6.21 -0.0655
C -4.23 5.38 -5.10 -0.1879
O -4.08 3.96 -5.03 0.0650
C -3.46 3.37 -6.02 -0.6317
O -3.23 3.83 -7.11 0.0714
O -3.20 2.12 -5.68 0.0157
C -2.66 1.26 -6.68 -0.0270
H -6.18 5.86 -5.98 0.0813
H -4.94 5.40 -7.15 0.0087
H -4.82 6.95 -6.46 0.0848
H -4.74 5.66 -4.18 0.1220
H -3.25 5.87 -5.08 0.1283
H -1.86 0.68 -6.23 0.0968
H -2.35 1.83 -7.55 0.0823
H -3.46 0.59 -6.98 0.0906
F -9.26 11.65 -16.39 0.0595
C -8.86 10.60 -15.65 -0.2914
C -9.59 9.43 -15.66 -0.0139
C -9.17 8.37 -14.86 -0.0796
C -8.00 8.51 -14.14 -0.1125
C -7.21 9.66 -14.20 -0.0760
C -7.71 10.74 -14.88 -0.0203
H -10.48 9.39 -16.28 0.1151
H -9.75 7.46 -14.86 0.1015
H -7.69 7.64 -13.56 0.0522
H -6.24 9.70 -13.73 0.1018
H -7.10 11.63 -15.00 0.1177
F 1.05 5.02 -13.10 0.0446
C 0.56 4.79 -11.87 -0.2900
C -0.71 4.24 -11.74 -0.0207
C -1.15 3.92 -10.47 -0.1102
C -0.32 4.09 -9.35 -0.0859
C 0.87 4.74 -9.50 -0.0893
C 1.35 5.04 -10.78 -0.0189
H -1.38 4.10 -12.58 0.1050
H -2.15 3.53 -10.35 0.0599
H -0.72 3.71 -8.42 0.0897
H 1.46 4.89 -8.60 0.1085
H 2.34 5.46 -10.91 0.1187
F -5.83 3.33 -12.80 0.0160
C -5.17 2.16 -12.62 -0.2678
C -4.14 1.83 -13.49 -0.0158
C -3.37 0.70 -13.24 -0.0651
C -3.75 -0.18 -12.21 -0.0735
C -4.82 0.16 -11.39 -0.0786
C -5.56 1.32 -11.61 -0.0104
H -3.97 2.52 -14.31 0.0774
H -2.60 0.44 -13.95 0.1060
H -3.34 -1.16 -12.05 0.1020
H -5.17 -0.50 -10.61 0.0863
H -6.39 1.65 -10.99 0.0958
F -9.00 4.01 -8.42 0.0437
C -8.14 2.97 -8.47 -0.2989
C -6.79 3.20 -8.29 -0.0028
C -5.91 2.12 -8.40 -0.0630
C -6.40 0.86 -8.71 -0.1230
C -7.76 0.66 -8.88 -0.0895
C -8.66 1.68 -8.62 -0.0475
H -6.33 4.17 -8.15 0.0802
H -4.89 2.24 -8.07 0.0864
H -5.70 0.10 -9.04 0.0767
H -8.17 -0.27 -9.27 0.1138
H -9.73 1.70 -8.75 0.1111
Cl -4.15 5.28 -9.85 0.6289
C -5.62 5.49 -10.80 -0.9885
Cl -5.35 6.65 -12.12 0.5781
H -6.04 4.53 -11.11 -0.0101
H -6.34 5.92 -10.12 0.0102
Cl -3.85 4.96 -15.82 0.5229
C -3.00 6.15 -14.83 -1.0490
Cl -1.29 6.17 -15.23 0.5343
H -3.46 7.11 -15.03 0.0262
H -3.09 5.83 -13.80 -0.0237
Cl -9.55 2.40 -11.73 0.5808
C -9.03 3.83 -12.60 -0.9776
Cl -8.90 5.22 -11.50 0.5592
H -8.06 3.69 -13.06 0.0077
H -9.80 4.02 -13.34 0.0241
Cl -2.78 8.61 -9.61 0.4744
C -1.99 7.91 -11.06 -1.0669
Cl -1.59 9.11 -12.25 0.5450
H -1.09 7.39 -10.75 0.0196
H -2.68 7.17 -11.45 -0.0553
```

Computed properties:
* LUMO level: 0.01675 hartree
* largest force on an atom: 2.150 eV/Å
* HOMO energy: -0.3386 Eh
* ΔE to the lowest compared entry with this formula, charge and spin: 0.0 kcal/mol

(2)
# C32H36ClN8PPbS3

A molecular structure, C32H36ClN8PPbS3 in a non-equilibrium geometry (ωB97M-V/def2-TZVPD, the Open Molecules 2025 dataset).

XYZ file:
```
82
Properties=species:S:1:pos:R:3:lowdin_charge:R:1
Pb 0.54 1.10 -0.59 1.0977
C 3.35 -0.51 -0.30 -0.1922
C 3.89 0.52 -1.30 -0.1657
N 2.80 1.35 -1.83 -0.1626
C 3.05 2.79 -1.80 -0.2036
C 3.18 3.33 -0.38 -0.1756
N 2.06 2.91 0.48 -0.1791
C 2.47 2.36 1.78 -0.1980
C 3.15 0.99 1.64 -0.1696
N 2.45 0.10 0.69 -0.1344
H 2.77 -1.26 -0.83 0.0820
H 4.20 -1.00 0.20 0.1366
H 4.63 1.16 -0.83 0.1116
H 4.40 -0.02 -2.09 0.1359
H 2.61 1.07 -2.78 0.1080
H 3.95 3.06 -2.36 0.1358
H 2.20 3.28 -2.29 0.0893
H 4.12 3.00 0.07 0.1132
H 3.24 4.42 -0.44 0.1352
H 1.46 3.70 0.66 0.0865
H 3.16 3.03 2.30 0.1357
H 1.57 2.26 2.38 0.0999
H 4.18 1.12 1.30 0.1168
H 3.20 0.54 2.63 0.1265
H 2.02 -0.66 1.21 0.0850
Cl -1.21 2.94 1.12 0.6682
C -2.25 2.06 2.20 -0.6233
C -3.10 2.79 3.02 -0.0821
C -3.91 2.11 3.91 -0.0357
C -3.89 0.72 3.96 -0.0390
C -3.04 0.01 3.13 -0.0647
C -2.20 0.68 2.24 -0.3860
P -1.12 -0.33 1.15 0.9758
C -0.39 -1.46 2.38 -0.3664
C -0.71 -2.80 2.55 -0.0798
C -0.04 -3.54 3.51 -0.0498
C 0.94 -2.95 4.30 -0.0490
C 1.23 -1.60 4.17 -0.0576
C 0.57 -0.86 3.20 -0.1282
C -2.36 -1.24 0.18 -0.3651
C -3.61 -0.68 -0.09 -0.0998
C -4.49 -1.34 -0.92 -0.0539
C -4.13 -2.55 -1.50 -0.0516
C -2.88 -3.09 -1.25 -0.0566
C -1.99 -2.43 -0.42 -0.1232
H -3.11 3.86 2.96 0.1154
H -4.57 2.67 4.56 0.1214
H -4.53 0.19 4.65 0.1198
H -3.02 -1.07 3.18 0.1197
H -1.49 -3.26 1.97 0.1039
H -0.29 -4.58 3.65 0.1171
H 1.46 -3.55 5.04 0.1172
H 1.95 -1.13 4.81 0.1146
H 0.76 0.20 3.11 0.0911
H -3.90 0.26 0.36 0.1079
H -5.46 -0.92 -1.12 0.1172
H -4.82 -3.06 -2.15 0.1161
H -2.61 -4.04 -1.69 0.1105
H -1.00 -2.83 -0.24 0.0706
S -2.02 1.85 -2.12 0.6979
C -1.71 3.34 -2.66 -1.0885
S -0.62 4.64 -2.66 1.0420
C -2.24 4.36 -3.60 -0.6068
C -2.10 4.08 -4.99 -0.1907
N -1.95 3.77 -6.08 0.2326
C -3.31 5.19 -3.16 -0.1890
N -4.15 5.84 -2.75 0.2413
C 1.62 -4.53 -0.57 -0.0766
C 1.09 -4.40 -1.99 -0.2306
C 0.82 -3.00 -2.38 -0.5836
N 0.82 -1.98 -1.61 -0.0298
N 0.53 -0.82 -2.21 -0.1450
C 0.32 -0.94 -3.50 -0.6830
N 0.12 0.08 -4.35 0.1264
S 0.44 -2.59 -4.06 1.1605
H 1.81 -5.58 -0.35 0.0871
H 0.90 -4.15 0.15 0.0549
H 2.54 -3.98 -0.45 0.0746
H 0.16 -4.98 -2.10 0.1214
H 1.80 -4.82 -2.70 0.1216
H -0.17 0.97 -3.98 0.0576
H -0.16 -0.13 -5.30 0.1164
```

Computed properties:
* LUMO level: -0.23622 hartree
* largest force on an atom: 1.460 eV/Å
* total charge: +2
* HOMO energy: -0.4780 Eh
* ΔE to the lowest compared entry with this formula, charge and spin: 22.3 kcal/mol

(3)
# C32H37AsBrCl2CuN3O2Si2

A molecular structure, C32H37AsBrCl2CuN3O2Si2 (ωB97M-V/def2-TZVPD, the Open Molecules 2025 dataset).

XYZ file:
```
81
Properties=species:S:1:pos:R:3:lowdin_charge:R:1
Cu 0.47 -0.33 -0.27 0.2299
Br 1.91 3.72 6.02 0.7390
C 1.30 2.44 4.77 -0.6915
C 1.30 2.74 3.42 -0.1055
C 0.86 1.80 2.51 -0.0039
C 0.39 0.57 2.96 -0.2441
C 0.40 0.26 4.31 -0.0159
C 0.86 1.20 5.22 -0.1224
N -0.05 -0.34 1.97 0.0829
C -0.98 -1.17 2.17 -0.0629
C -1.34 -2.10 1.08 -0.2341
C -2.27 -3.12 1.29 -0.0057
C -2.53 -4.01 0.26 -0.0419
C -1.86 -3.85 -0.94 -0.0302
C -0.97 -2.80 -1.08 -0.1056
N -0.72 -1.94 -0.10 0.0575
H 1.66 3.70 3.07 0.1053
H 0.87 2.00 1.45 0.0744
H 0.10 -0.71 4.66 0.1117
H 0.89 0.98 6.28 0.1018
H -1.54 -1.25 3.10 0.1351
H -2.76 -3.20 2.25 0.1184
H -3.25 -4.80 0.39 0.1147
H -2.03 -4.52 -1.77 0.1149
H -0.44 -2.63 -2.01 0.0815
Cl 2.19 -1.71 -3.14 0.7703
C 3.90 -1.84 -2.80 -0.5495
C 4.44 -3.09 -2.61 -0.1081
C 5.79 -3.23 -2.36 -0.0874
C 6.59 -2.09 -2.34 -0.1148
C 6.04 -0.84 -2.55 -0.5763
Cl 7.12 0.52 -2.60 0.7498
C 4.66 -0.66 -2.74 -0.3049
N 4.07 0.57 -2.96 0.0851
C 4.41 1.79 -2.30 -0.2640
C 4.54 2.92 -3.09 -0.0347
C 4.81 4.16 -2.52 -0.0814
C 4.97 4.26 -1.15 -0.0838
C 4.82 3.13 -0.36 -0.0382
C 4.53 1.89 -0.91 -0.1815
C 4.26 0.71 -0.02 -0.0268
C 2.87 0.14 -0.18 -0.6451
O 2.58 -0.99 0.23 -0.0062
O 1.98 0.90 -0.71 -0.1317
H 3.79 -3.95 -2.66 0.1041
H 6.23 -4.20 -2.20 0.1040
H 7.65 -2.16 -2.18 0.1025
H 3.08 0.51 -3.18 0.0634
H 4.44 2.82 -4.17 0.1182
H 4.92 5.03 -3.15 0.1017
H 5.19 5.21 -0.69 0.1018
H 4.91 3.21 0.72 0.1132
H 4.34 1.02 1.03 0.1318
H 4.98 -0.10 -0.15 0.1230
C 0.76 2.39 -3.40 -0.1976
Si -0.16 3.04 -1.91 0.2179
C -1.39 4.36 -2.45 -0.2261
C 1.04 3.89 -0.75 -0.2215
As -1.33 1.37 -0.73 0.8114
Si -2.46 0.34 -2.50 0.2016
C -3.80 -0.74 -1.73 -0.2355
C -1.33 -0.73 -3.59 -0.2322
C -3.34 1.54 -3.64 -0.2364
H 1.36 3.18 -3.86 0.0328
H 0.09 1.99 -4.16 0.0170
H 1.44 1.59 -3.08 -0.0072
H -0.85 5.19 -2.92 0.0298
H -1.92 4.77 -1.58 0.0275
H -2.13 4.00 -3.16 -0.0030
H 1.50 4.74 -1.27 0.0324
H 1.84 3.22 -0.44 0.0006
H 0.52 4.28 0.13 0.0249
H -3.47 -1.24 -0.82 -0.0047
H -4.15 -1.50 -2.43 0.0288
H -4.65 -0.11 -1.46 0.0271
H -0.36 -0.90 -3.13 -0.0556
H -1.15 -0.23 -4.54 0.0288
H -1.79 -1.70 -3.81 0.0284
H -3.95 2.26 -3.08 0.0287
H -4.00 0.99 -4.31 0.0313
H -2.64 2.10 -4.26 0.0129
```

Computed properties:
* LUMO level (alpha / beta): -0.03591 / -0.03947 hartree
* largest force on an atom: 0.482 eV/Å
* HOMO energy (alpha / beta): -0.2641 / -0.2768 Eh
* ΔE to the lowest compared entry with this formula, charge and spin: 0.2 kcal/mol
* 2S+1: 2

(4)
# C32H37AuF3N3O5S

A molecular structure, C32H37AuF3N3O5S (ωB97M-V/def2-TZVPD, the Open Molecules 2025 dataset).

XYZ file:
```
82
Properties=species:S:1:pos:R:3:lowdin_charge:R:1
Au -0.17 -0.46 0.62 0.7976
C 0.68 -1.84 -4.81 -0.0741
C 1.77 -2.01 -3.74 -0.3748
C 3.13 -2.25 -4.39 -0.0720
C 1.39 -3.11 -2.76 -0.1313
C 1.16 -4.38 -3.28 -0.0738
C 0.66 -5.41 -2.50 -0.1122
C 0.34 -5.14 -1.18 -0.0640
C 0.56 -3.89 -0.61 -0.1388
C 0.18 -3.65 0.83 -0.4031
C -1.13 -4.30 1.25 -0.0784
C 1.32 -4.02 1.78 -0.0553
C 1.16 -2.86 -1.39 -0.1531
N 1.36 -1.60 -0.82 0.0437
C 2.53 -0.96 -0.94 -0.4992
O 3.63 -1.42 -1.29 -0.0059
C 2.49 0.53 -0.57 -0.2006
C 3.62 1.26 -0.25 -0.0136
C 3.44 2.58 0.16 -0.0619
C 2.16 3.11 0.29 -0.0080
C 1.09 2.28 -0.03 -0.1986
N 1.29 1.07 -0.51 0.0840
C -0.37 2.63 0.24 -0.4995
O -0.70 3.83 0.18 -0.0147
N -1.13 1.59 0.56 0.0047
C -2.50 1.82 0.81 -0.1769
C -3.43 1.55 -0.20 -0.1417
C -4.79 1.75 0.06 -0.0594
C -5.22 2.21 1.30 -0.1072
C -4.28 2.48 2.29 -0.0567
C -2.92 2.29 2.06 -0.1282
C -1.93 2.56 3.17 -0.3709
C -2.19 1.66 4.38 -0.0638
C -1.91 4.04 3.57 -0.0654
C -2.94 1.09 -1.55 -0.3796
C -2.56 2.28 -2.43 -0.0548
C -3.93 0.18 -2.28 -0.0912
H 0.92 -0.99 -5.46 0.0693
H -0.29 -1.66 -4.36 0.0785
H 0.60 -2.73 -5.44 0.0645
H 1.81 -1.07 -3.19 0.1165
H 3.14 -3.21 -4.91 0.0657
H 3.91 -2.25 -3.63 0.0663
H 3.35 -1.47 -5.12 0.0696
H 1.35 -4.56 -4.33 0.0960
H 0.49 -6.39 -2.92 0.0821
H -0.09 -5.92 -0.56 0.0955
H 0.06 -2.56 0.94 0.0429
H -1.05 -5.39 1.32 0.0614
H -1.93 -4.06 0.55 0.0799
H -1.42 -3.92 2.24 0.0780
H 1.48 -5.11 1.76 0.0753
H 1.10 -3.71 2.80 0.0674
H 2.25 -3.54 1.47 0.0833
H 4.60 0.80 -0.31 0.1067
H 4.30 3.19 0.43 0.0936
H 1.97 4.10 0.67 0.1090
H -5.52 1.53 -0.71 0.0916
H -6.28 2.35 1.49 0.0827
H -4.62 2.83 3.26 0.0987
H -0.94 2.31 2.80 0.0993
H -3.16 1.90 4.84 0.0651
H -1.41 1.77 5.13 0.0711
H -2.20 0.61 4.09 0.0820
H -2.88 4.34 3.99 0.0642
H -1.70 4.66 2.70 0.0725
H -1.14 4.21 4.33 0.0742
H -2.03 0.52 -1.38 0.1028
H -3.46 2.87 -2.67 0.0767
H -2.10 1.95 -3.36 0.0726
H -1.86 2.95 -1.91 0.0652
H -4.80 0.74 -2.64 0.0625
H -4.29 -0.62 -1.63 0.0792
H -3.45 -0.28 -3.15 0.0688
F 3.69 -0.10 4.43 0.1042
C 2.77 -0.80 3.74 -0.6744
F 3.17 -0.83 2.46 0.1184
F 2.81 -2.05 4.21 0.1028
S 1.10 -0.06 3.91 0.4376
O 0.88 -0.04 5.34 -0.3231
O 1.25 1.22 3.26 -0.3155
O 0.28 -1.01 3.16 -0.3823
```

Computed properties:
* LUMO level: 0.16715 hartree
* largest force on an atom: 0.603 eV/Å
* total charge: -2
* HOMO energy: -0.0854 Eh
* ΔE to the lowest compared entry with this formula, charge and spin: 8.4 kcal/mol

Question: The highest ΔE to the lowest compared entry with this formula, charge and spin belongs to which entry?
Answer: C32H36ClN8PPbS3